(1)
Computed, not measured: C21H69B5NO7Zr as an isolated structure at a distorted geometry, with ωB97M-V/def2-TZVPD.

As for the spin multiplicity: 2. The value obtained for the electronic energy is -1593.45290 Ha.

Atoms and positions in Å:
1 Zr 2.9286 1.5159 -2.3879
2 B 2.2993 4.3435 -1.7622
3 H 2.7682 4.7897 -2.6255
4 H 1.2332 4.5096 -1.7673
5 H 2.5371 3.2930 -1.8268
6 H 2.7072 4.7913 -0.8693
7 B 3.5082 -0.7625 -2.7138
8 H 4.5098 -0.8400 -3.1075
9 H 2.8629 -0.2755 -3.4285
10 H 3.1375 -1.7596 -2.5335
11 H 3.5588 -0.2494 -1.7660
12 B 4.8089 2.1484 -1.1501
13 H 4.6919 3.0216 -1.7731
14 H 3.8238 2.0946 -0.7131
15 H 4.9218 1.2723 -1.7697
16 H 5.5699 2.2899 -0.3984
17 B 1.5974 0.7450 -0.5275
18 H 0.6059 0.7191 -0.1027
19 H 1.8599 1.7774 -0.6992
20 H 2.3014 0.3541 0.1908
21 H 1.5457 0.2546 -1.4872
22 B 0.9268 1.9197 -3.4200
23 H 0.7583 2.2469 -2.4057
24 H 0.0689 2.0066 -4.0686
25 H 1.6772 2.6245 -3.7430
26 H 1.2990 0.9070 -3.4075
27 C -4.9733 4.0973 -2.3803
28 O -4.1374 5.2242 -2.2987
29 C -3.7292 5.5040 -0.9896
30 C -3.0003 4.3725 -0.1474
31 O -1.6730 4.0352 -0.6248
32 C -0.9903 3.1912 0.2743
33 H -4.6405 3.0865 -2.1441
34 H -5.3787 4.0396 -3.3904
35 H -5.8504 4.2863 -1.7614
36 H -4.6541 5.8549 -0.5318
37 H -3.0350 6.3283 -1.1535
38 H -3.5961 3.4608 -0.1039
39 H -3.0201 4.7778 0.8642
40 H -1.4439 2.2004 0.2509
41 H -0.8306 3.6505 1.2498
42 H 0.0245 3.0453 -0.0961
43 C 1.4346 -4.1318 -1.3959
44 O 0.7712 -3.7660 -0.1886
45 C 1.6710 -3.0890 0.6461
46 C 0.8675 -2.2160 1.6660
47 O 0.1932 -3.0381 2.5736
48 C -0.7494 -2.4184 3.3899
49 H 1.9519 -3.3842 -1.9972
50 H 0.7771 -4.7066 -2.0482
51 H 2.1814 -4.8859 -1.1474
52 H 2.2569 -2.3790 0.0623
53 H 2.3186 -3.7701 1.1982
54 H 0.1351 -1.5994 1.1451
55 H 1.4833 -1.5245 2.2411
56 H -0.3992 -1.6303 4.0565
57 H -1.0529 -3.3079 3.9418
58 H -1.6127 -1.9983 2.8738
59 C 4.8579 -2.3013 2.6903
60 O 5.2528 -1.0731 3.2296
61 C 5.0722 0.0922 2.3738
62 C 5.7850 1.4081 2.7550
63 O 5.4080 1.9972 4.0129
64 C 6.0109 1.3306 5.0534
65 H 3.7696 -2.3399 2.6425
66 H 5.0443 -3.0461 3.4640
67 H 5.1728 -2.5989 1.6901
68 H 4.0029 0.2958 2.3165
69 H 5.4546 -0.2253 1.4038
70 H 5.4943 2.1026 1.9669
71 H 6.8636 1.5009 2.6284
72 H 7.0839 1.1805 4.9347
73 H 5.6131 0.3403 5.2749
74 H 5.8099 1.8336 5.9993
75 C -3.4692 -1.8515 -2.3342
76 C -3.0292 -1.4524 -0.9570
77 C -3.9582 -0.2367 -0.5447
78 C -5.3367 -0.6400 -0.0458
79 C -5.1960 -1.7117 1.0309
80 C -4.3954 -3.0413 0.5693
81 N -3.0885 -2.5506 0.0710
82 O -2.1915 -3.6310 -0.3407
83 C -4.0874 -3.8011 1.9124
84 C -5.2984 -3.8584 -0.4068
85 C -1.5503 -0.9974 -0.8473
86 H -3.0072 -2.7737 -2.6867
87 H -3.2214 -1.1968 -3.1698
88 H -4.5326 -2.0899 -2.3552
89 H -3.5981 0.2737 0.3485
90 H -4.1282 0.4760 -1.3517
91 H -5.9414 -1.0784 -0.8397
92 H -5.9447 0.1677 0.3618
93 H -6.2305 -2.0387 1.1362
94 H -4.8470 -1.2139 1.9356
95 H -3.3812 -3.2512 2.5344
96 H -4.9359 -4.0854 2.5347
97 H -3.5138 -4.6909 1.6530
98 H -5.9558 -4.5098 0.1691
99 H -6.0139 -3.3055 -1.0155
100 H -4.6913 -4.5541 -0.9859
101 H -0.8921 -1.8400 -1.0589
102 H -1.3628 -0.4473 0.0749
103 H -1.3615 -0.2501 -1.6180
104 H -1.3422 -3.3641 0.0186

Here are the Löwdin charges for atoms 1 to 8, given in e: 1.6570 -0.3681 -0.0304 -0.0329 -0.1609 -0.0274 -0.3897 -0.0036



(2)
Computed, not measured: a 15-piece molecular cluster, C21H72O15 overall at a distorted geometry, with ωB97M-V/def2-TZVPD.

The value obtained for the electronic energy is -1971.52024 Ha.

Atoms and positions in Å:
1 C -2.2902 -1.1026 -2.4935
2 C -3.7346 -1.5685 -2.4891
3 O -4.5872 -0.4490 -2.3655
4 H -2.0563 -0.4348 -3.2601
5 H -1.5210 -1.9074 -2.4735
6 H -2.0954 -0.4019 -1.6669
7 H -4.1200 -2.4045 -1.7892
8 H -3.9732 -1.9856 -3.4687
9 H -5.3884 -0.6563 -2.8387
10 C 0.0092 4.0196 0.1652
11 C 1.1659 3.9019 1.2796
12 O 1.9297 4.9916 1.1468
13 H -0.2944 5.0219 0.1155
14 H -0.8293 3.4192 0.4131
15 H 0.3557 3.8184 -0.8097
16 H 1.7484 2.9615 1.0157
17 H 0.7524 3.7304 2.2617
18 H 2.6208 4.9625 1.7808
19 C 0.0118 0.5064 0.8107
20 C 1.3780 0.1707 0.1350
21 O 1.9885 1.1645 -0.6737
22 H -0.7406 0.5518 0.0234
23 H 0.1584 1.5186 1.2435
24 H -0.2953 -0.1868 1.5768
25 H 1.4351 -0.7831 -0.2909
26 H 2.0991 0.1493 0.9729
27 H 1.6118 1.3488 -1.4917
28 C -0.2754 1.6513 -2.9265
29 C 0.6155 1.1705 -4.0931
30 O 2.0255 1.0708 -3.7225
31 H -0.3256 1.0720 -2.0247
32 H -1.3338 1.9135 -3.1993
33 H 0.0573 2.6870 -2.6268
34 H 0.5467 1.8535 -4.9415
35 H 0.3578 0.1989 -4.4852
36 H 2.5441 1.0577 -4.5272
37 C -2.3078 -3.3142 0.6028
38 C -3.7529 -3.1243 0.7517
39 O -4.4049 -4.4166 0.3870
40 H -1.6623 -2.3996 0.6441
41 H -2.1519 -3.7836 -0.3194
42 H -1.8388 -3.9565 1.3151
43 H -4.0980 -2.2809 0.1362
44 H -4.0556 -2.8258 1.7653
45 H -3.9542 -4.6266 -0.4078
46 C 0.7308 -3.6878 -1.0580
47 C 0.3277 -4.9618 -0.4169
48 O 1.2242 -5.9568 -0.9645
49 H 0.4123 -3.6047 -2.1026
50 H 1.8524 -3.5916 -1.0106
51 H 0.3037 -2.7976 -0.5233
52 H -0.6802 -5.3540 -0.6866
53 H 0.4202 -4.7873 0.6945
54 H 0.9274 -6.8239 -0.6401
55 C 2.6139 -2.6740 1.8981
56 O 1.6676 -2.4931 2.9604
57 H 3.4974 -3.1666 2.3581
58 H 3.1192 -1.7475 1.5524
59 H 2.1511 -3.1617 1.0475
60 H 1.8949 -3.2190 3.6264
61 C -3.2923 0.2692 0.7282
62 O -4.4266 0.2167 1.5538
63 H -2.9935 1.3009 0.5875
64 H -3.4089 0.0228 -0.2943
65 H -2.5975 -0.4173 1.1083
66 H -5.1213 0.7832 1.1678
67 C -1.9174 2.2996 3.2795
68 O -0.7984 2.0041 4.0362
69 H -2.6125 1.5474 3.4099
70 H -1.6213 2.2908 2.2306
71 H -2.4678 3.1359 3.5648
72 H -0.6457 1.0561 3.9443
73 C 2.1838 1.1886 3.5362
74 O 3.2602 0.3808 3.9052
75 H 2.4582 2.0168 2.8853
76 H 1.6046 1.6535 4.3715
77 H 1.5669 0.3581 3.1196
78 H 3.7154 0.2882 3.0898
79 C 2.5893 -1.9633 -3.1863
80 O 3.2256 -1.2885 -2.1198
81 H 2.7716 -2.9982 -3.1286
82 H 2.9024 -1.6155 -4.1776
83 H 1.5871 -1.7152 -2.9914
84 H 3.1967 -0.3213 -2.1045
85 C -3.2483 2.6399 -1.6782
86 O -3.6622 3.2981 -0.4962
87 H -2.2469 2.3843 -1.4674
88 H -3.3505 3.2431 -2.5742
89 H -3.6964 1.7228 -1.8093
90 H -4.1491 4.0471 -0.7038
91 C -1.4159 -1.8492 3.5816
92 O -0.9985 -0.8761 4.5115
93 H -1.5272 -2.7473 4.1543
94 H -0.6463 -1.9607 2.7955
95 H -2.3639 -1.5223 3.0932
96 H -1.7672 -0.7539 5.1483
97 C 3.3875 3.7683 -1.9606
98 O 2.4180 3.5751 -3.0158
99 H 2.9223 4.1580 -1.0594
100 H 4.0872 4.5007 -2.3529
101 H 3.8626 2.8222 -1.6372
102 H 2.3582 2.6253 -3.2354
103 C 4.7359 1.2141 0.4585
104 O 4.6602 0.3618 1.5312
105 H 3.9892 1.9744 0.7876
106 H 4.5190 0.8474 -0.5205
107 H 5.6415 1.7527 0.4949
108 H 5.5449 0.0048 1.5456

Here are the Löwdin charges for atoms 1 to 8, given in e: -0.0594 -0.2980 -0.0801 0.0397 0.0874 0.0470 0.1207 0.1067